{
  "formula": "C8H21N3",
  "method": "ωB97M-V with the def2-TZVPD basis set",
  "fmax_ev_per_a": 7.2,
  "relative_energy_kcal_mol": 117.5,
  "total_charge": 0,
  "orbital_gap_ev": 9.2,
  "e_lumo_ha": 0.034,
  "energy_ha": -481.3777,
  "symbols": ["C", "C", "C", "C", "C", "C", "C", "C", "H", "H", "H", "H", "H", "H", "H", "H", "H", "H", "H", "H", "H", "H", "H", "H", "H", "H", "H", "H", "H", "N", "N", "N"],
  "positions_angstrom": [[2.522897, -0.889329, -1.534719], [1.980291, 1.078261, -0.247537], [1.283705, 1.895470, 0.727626], [-0.059966, 2.425161, 0.395052], [-1.123351, 0.400434, 0.945060], [-2.342396, -0.269268, 0.584851], [-2.191223, -1.029252, -0.585838], [-0.546317, -2.642693, 0.439987], [2.130710, -1.972034, -1.722594], [3.759780, -0.735722, -1.868329], [2.127231, -0.392592, -2.394850], [2.321707, -0.940945, 0.707939], [1.437069, 1.393861, -1.221363], [3.169176, 1.348190, -0.363544], [1.698552, 2.885545, 0.933998], [1.338433, 1.627974, 1.884897], [-0.010114, 3.166476, -0.304297], [-0.422287, 2.776597, 1.483700], [-1.186199, 1.221963, -1.057198], [-0.105343, -0.167014, 0.997497], [-1.476044, 0.855230, 1.974630], [-2.357168, -1.134112, 1.431275], [-3.121697, 0.493747, 0.656984], [-2.265031, -0.665629, -1.734160], [-2.773934, -1.935333, -0.527071], [-0.055645, -1.003019, -0.422181], [-1.742514, -3.089717, 0.821805], [0.183320, -3.688005, 0.029297], [-0.023321, -2.255907, 1.611026], [1.957090, -0.408758, -0.160671], [-1.178605, 1.594542, -0.073937], [-0.745414, -1.700391, -0.517441]],
  "atomic_forces_ev_per_a": [[1.587, -2.143, 0.740], [3.404, -0.428, -2.126], [0.404, 1.041, 4.789], [-3.269, -1.046, 2.733], [0.189, 4.025, 0.798], [-0.992, -2.122, 4.523], [2.808, -3.789, -5.409], [-0.534, -4.735, 4.317], [1.315, 1.657, 0.630], [-3.148, -0.699, 1.842], [-0.995, 0.975, 0.101], [-0.332, 1.728, -2.142], [1.265, -0.957, 1.039], [-2.782, -0.019, 0.186], [1.226, -0.030, -0.709], [-0.211, -0.677, -2.375], [0.496, 2.609, -1.507], [0.434, 0.080, -2.623], [0.730, 0.638, 1.327], [-2.210, 1.282, 0.244], [1.720, -0.397, -1.646], [-1.032, 1.916, -1.451], [-0.364, -0.727, 0.007], [0.006, -0.148, 2.922], [-0.719, -0.124, -0.491], [1.057, 0.816, -0.593], [3.777, 0.852, -1.104], [-2.199, 3.086, 1.422], [-1.301, -0.992, -3.269], [0.676, -0.490, -1.960], [1.777, -2.213, 2.029], [-2.783, 1.033, -2.243]]
}